# 1
The following is a DFT calculation (the ωB97M-V functional and the def2-TZVPD basis) of the molecule C6H9N.

E_tot: -288.65349 hartree
M: 95.1 g mol⁻¹
2S+1: 1
Max |F|: 0.37 eV/A

Each line ends with the Löwdin charge.
CARTESIAN COORDINATES (ANGSTROEM)
C1 -0.023 1.045 1.628  -0.034
C2 0.096 0.401 0.277  -0.376
C3 -0.209 0.996 -1.069  -0.048
C4 -0.999 -0.177 -0.577  -0.150
C5 -0.238 -1.527 -0.641  -0.194
N1 1.128 -1.459 -1.115  0.065
C6 0.841 -0.972 0.208  -0.194
H1 -0.479 0.327 2.322  0.084
H2 -0.639 1.948 1.625  0.079
H3 0.962 1.307 2.037  0.080
H4 -0.766 1.929 -1.035  0.110
H5 0.445 0.939 -1.939  0.096
H6 -2.064 -0.110 -0.386  0.134
H7 -0.727 -2.494 -0.602  0.129
H8 1.332 -0.738 -1.801  0.084
H9 1.340 -1.406 1.071  0.137

***

# 2
The following is a DFT calculation (the ωB97M-V functional and the def2-TZVPD basis) of a cluster of 2 separate species, C2H6NO in total at a distorted geometry.

E_tot: -209.36708 hartree
M: 60.1 g mol⁻¹
Net charge: +1
2S+1: 1
Max |F|: 4.61 eV/A

Each line ends with the Löwdin charge.
CARTESIAN COORDINATES (ANGSTROEM)
C1 1.296 0.461 -0.048  -0.076
C2 0.088 -0.131 0.430  -0.308
N1 -1.239 -0.238 -0.451  0.258
O1 0.364 1.130 0.868  0.019
H1 2.232 0.145 0.569  0.155
H2 1.607 0.855 -1.019  0.131
H3 0.449 -1.453 1.511  0.318
H4 -2.070 0.062 0.064  0.170
H5 -1.444 -1.209 -0.663  0.161
H6 -1.284 0.380 -1.261  0.173

***

# 3
The following is a DFT calculation (the ωB97M-V functional and the def2-TZVPD basis) of the molecule C6H10O at a distorted geometry.

E_tot: -309.80277 hartree
M: 98.1 g mol⁻¹
2S+1: 1
Max |F|: 1.28 eV/A

Each line ends with the Löwdin charge.
CARTESIAN COORDINATES (ANGSTROEM)
C1 -0.529 -1.996 -1.942  -0.072
C2 -0.297 -1.351 -0.600  -0.351
C3 -0.044 -2.298 0.534  -0.063
C4 -0.294 -0.023 -0.489  -0.099
C5 0.184 0.786 0.642  -0.096
C6 0.520 2.066 0.431  -0.211
O1 0.519 3.075 1.339  0.008
H1 -1.133 -2.900 -1.847  0.076
H2 0.384 -2.225 -2.489  0.079
H3 -1.012 -1.263 -2.593  0.072
H4 0.444 -1.794 1.374  0.063
H5 -0.950 -2.769 0.916  0.085
H6 0.703 -3.030 0.239  0.079
H7 -0.545 0.580 -1.354  0.106
H8 0.135 0.390 1.652  0.099
H9 0.911 2.374 -0.525  0.120
H10 0.394 2.699 2.226  0.106